1.
The following is a quantum chemistry calculation of C9H5BrN2O2S in the gas phase, from the OMol25 dataset.

XYZ file:
```
20
Properties=species:S:1:pos:R:3:forces:R:3:lowdin_charge:R:1
C -2.204 -0.320 -1.843 -1.6 -1.1 -1.2 -0.10
C 0.732 0.522 1.252 0.8 2.8 0.7 -0.58
C -0.194 0.317 0.100 -0.7 -0.5 -0.9 -0.26
S 0.042 2.834 -1.287 0.9 0.1 0.6 0.99
Br -0.240 0.912 2.958 -0.2 -0.6 -0.3 0.73
H -0.540 -1.711 0.869 -0.6 1.1 -1.2 0.14
H 1.250 1.524 1.349 -0.2 -1.4 -1.4 0.08
H -1.725 1.632 -2.755 0.0 -1.4 1.8 0.13
H -2.997 -0.725 -2.609 1.7 1.4 1.5 0.15
O 1.952 -2.459 2.898 -0.4 2.7 -1.5 0.08
H -2.299 -2.162 -0.984 -0.2 -1.0 0.7 0.09
O 1.215 3.172 -0.416 -0.5 -0.2 -0.3 -0.54
C -1.838 -1.215 -0.861 1.1 -0.1 0.5 -0.07
N 1.533 -1.389 2.410 0.4 -2.2 0.5 -0.03
C 1.690 -0.613 1.385 0.5 -1.1 2.1 -0.32
C -1.572 0.885 -1.869 1.4 2.2 -1.9 -0.14
C -0.832 -0.940 0.084 -0.5 -0.5 0.2 -0.02
C 2.827 -0.751 0.525 0.3 0.4 -0.9 -0.12
C -0.498 1.199 -0.976 -1.5 -0.4 0.5 -0.41
N 3.700 -0.712 -0.230 -0.5 -0.2 0.6 0.19
```
Positions in Å, forces in eV/Å.

- energy above the lowest of the compared OMol25 structures with the same formula, charge and spin (kcal/mol) = 18.2
- HOMO-LUMO gap (spin up / spin down) (eV) = 8.3 / 7.1
- 2S+1 = 1
- HOMO level (spin up / spin down) (eV) = -10.18 / -8.68
- total charge = 0


2.
The following is a quantum chemistry calculation of an isolated ion of composition C9H5O3 and charge -1, from the OMol25 dataset.

XYZ file:
```
17
Properties=species:S:1:pos:R:3:forces:R:3:lowdin_charge:R:1
H -0.154 -1.993 0.751 0.4 -1.5 0.3 0.09
O 2.953 2.341 0.034 0.3 -0.2 0.4 0.09
H -2.381 1.144 -0.767 -1.5 0.9 -0.7 0.06
H 2.809 -0.585 1.621 -0.1 1.0 0.2 0.11
C 0.993 -0.277 0.343 1.9 2.3 -1.2 -0.16
C -0.235 1.617 -0.649 -0.4 0.2 -0.5 -0.01
C -1.423 0.806 -0.556 2.2 -0.7 0.3 -0.09
C 0.904 1.019 -0.222 -0.3 -0.3 0.6 -0.13
C -0.071 -1.056 0.284 -3.1 -1.1 0.4 -0.04
H -0.091 2.638 -1.073 -0.9 -0.7 0.5 0.12
H -2.174 -1.117 -0.165 -1.5 -1.1 0.2 0.07
C -1.326 -0.520 -0.130 2.5 2.2 -0.5 -0.07
C 2.433 -0.112 0.711 1.5 -1.1 -0.5 -0.02
O 4.798 -0.921 0.372 0.7 0.2 1.6 -0.02
O 3.553 -1.102 -1.432 -1.4 -0.3 -1.9 0.01
C 3.785 -0.843 -0.285 -0.4 0.6 0.6 -0.68
C 2.302 1.344 0.196 0.2 -0.3 0.0 -0.32
```
Positions in Å, forces in eV/Å.

- energy above the lowest of the compared OMol25 structures with the same formula, charge and spin (kcal/mol) = 13.1
- HOMO-LUMO gap (eV) = 7.5
- 2S+1 = 1
- HOMO level (eV) = -4.06
- total charge = -1


3.
The following is a quantum chemistry calculation of C9H6BiCl2N2O4Tl as an isolated structure, from the OMol25 dataset.

XYZ file:
```
25
Properties=species:S:1:pos:R:3:forces:R:3:lowdin_charge:R:1
H -2.562 -1.555 2.003 0.0 0.3 0.1 0.12
N -0.215 3.013 5.457 1.0 0.4 -2.6 0.32
C -2.103 -0.686 2.473 0.2 0.4 0.8 -0.08
Cl -3.946 -1.594 -3.026 1.4 0.7 -1.9 0.01
C 1.052 -0.614 0.221 2.4 2.0 1.4 -0.05
H -0.020 1.700 1.574 -0.1 -0.2 0.3 0.12
O -2.003 -1.323 -8.848 -0.3 0.3 4.5 0.22
Tl -1.829 -0.387 -0.906 1.1 0.7 1.6 0.73
O 1.791 0.110 0.722 -2.1 -2.4 -1.5 0.07
O -5.112 -2.186 -6.773 3.1 2.8 2.3 0.28
Bi -2.480 -0.677 -4.910 -1.6 -0.7 0.8 1.71
C -2.086 -1.246 -7.706 0.8 -0.3 -4.5 -0.03
C -1.654 0.670 4.396 0.2 0.4 0.2 0.06
N -1.325 0.103 1.710 -0.3 -0.4 -0.3 -0.04
H -2.976 -1.068 4.389 0.2 0.2 0.1 0.15
Cl -0.295 1.484 -1.628 -0.5 -0.2 -0.4 0.07
C -2.306 -0.421 3.831 0.2 -0.1 -0.6 0.04
H -0.455 2.387 6.207 -0.1 -0.6 0.0 0.15
O 0.654 3.368 3.410 0.6 0.6 -0.6 0.38
C -0.632 1.103 2.258 -0.5 0.7 0.2 -0.06
C -0.053 2.669 4.137 -2.0 -1.6 3.3 -0.28
C -0.776 1.447 3.621 0.0 -0.4 -1.1 -0.06
C -4.349 -1.539 -6.211 -3.5 -2.8 -2.2 -0.15
H 0.334 3.814 5.733 0.1 0.5 0.4 0.17
H -1.845 0.923 5.436 -0.1 -0.1 -0.1 0.14
```
Positions in Å, forces in eV/Å.

- HOMO-LUMO gap (spin up / spin down) (eV) = 3.7 / 3.6
- 2S+1 = 1
- HOMO level (spin up / spin down) (eV) = -21.57 / -21.53
- total charge = +4


4.
The following is a quantum chemistry calculation of a 3-piece molecular cluster, C9H6Br2NO2S overall, from the OMol25 dataset.

XYZ file:
```
21
Properties=species:S:1:pos:R:3:forces:R:3:lowdin_charge:R:1
C -0.631 -0.309 -0.260 2.3 -1.4 -0.4 -0.19
H 2.347 -0.495 1.435 -0.1 -1.1 0.4 0.11
C -1.034 -0.957 -1.539 0.1 -1.2 -1.4 -0.36
C 1.262 -0.434 1.366 1.7 1.9 -1.4 -0.13
C -1.143 0.671 0.552 -0.4 0.6 0.5 -0.62
S 1.265 -2.179 -0.802 -1.7 1.5 -0.5 0.93
C -0.525 1.141 1.713 1.1 -1.9 -0.8 -0.16
H 1.176 1.115 2.923 0.5 -0.4 0.1 0.10
C 3.040 3.206 1.565 0.3 -0.9 0.5 -0.47
H -2.390 -1.174 -3.295 0.6 0.1 1.2 0.06
O 3.748 2.431 2.005 1.8 -1.7 0.9 0.21
C 0.664 -0.814 0.167 -1.4 -1.2 0.1 -0.45
Br -1.474 -4.425 -3.151 -0.1 -0.3 -0.2 -0.48
O 2.302 3.960 1.163 -2.2 2.5 -1.4 0.24
H -2.907 -0.161 -1.788 -0.1 0.2 -0.4 -0.03
H -1.108 1.661 2.412 -0.4 1.3 0.6 0.07
C -2.153 -0.741 -2.295 0.6 -0.1 0.6 0.01
Br -2.773 1.545 0.191 -0.6 0.1 -0.2 0.79
C 0.739 0.639 2.055 -2.1 0.6 0.4 -0.11
N -0.031 -1.907 -1.965 0.2 1.2 0.9 -0.32
H -0.373 -2.774 -2.450 -0.1 0.2 0.4 -0.19
```
Positions in Å, forces in eV/Å.

- energy above the lowest of the compared OMol25 structures with the same formula, charge and spin (kcal/mol) = 5.2
- HOMO-LUMO gap (eV) = 6.2
- 2S+1 = 1
- HOMO level (eV) = -4.08
- total charge = -1


5.
The following is a quantum chemistry calculation of a 2-piece molecular cluster, C9H6Cl2FN3O2S overall, from the OMol25 dataset.

XYZ file:
```
24
Properties=species:S:1:pos:R:3:forces:R:3:lowdin_charge:R:1
O 0.949 -2.330 3.011 0.9 2.5 -0.7 0.11
Cl -3.370 1.312 -0.047 -0.5 -0.1 -0.4 0.67
Cl 0.350 -1.259 -2.263 -0.1 -0.3 -0.4 0.69
C 1.459 -1.276 2.629 0.6 -2.1 0.0 -0.34
C 0.756 0.018 2.290 -1.5 0.4 0.3 -0.16
O 0.970 2.375 2.999 1.0 -2.3 -0.4 0.12
H -3.669 0.014 -4.841 -0.1 0.1 -0.3 0.10
H 3.389 -2.057 2.370 -0.5 0.7 -0.2 0.15
C -1.248 -0.652 -2.506 -1.4 0.2 -0.1 -0.73
C 1.483 1.312 2.670 0.3 1.3 -0.5 -0.33
H -0.300 0.012 2.570 0.3 0.0 0.7 0.17
N -1.837 -0.242 -1.389 0.2 1.0 -0.6 0.01
H -4.587 1.139 -2.752 0.0 0.1 0.0 0.10
H -1.372 -1.046 -4.621 0.0 0.2 0.2 0.10
F 0.719 0.081 0.916 0.3 -0.1 -0.8 0.03
N 2.821 -1.203 2.257 0.5 0.7 0.5 0.11
C 3.570 -0.005 2.119 -0.2 0.0 0.4 -0.79
C -3.129 0.019 -3.918 1.1 0.0 2.6 -0.05
C -2.932 0.503 -1.521 0.2 -0.9 -1.2 -0.72
C -3.640 0.620 -2.747 0.1 0.0 0.5 -0.07
C -1.871 -0.582 -3.772 0.4 -0.4 -0.2 -0.08
S 5.224 0.009 1.882 -1.6 -0.1 0.1 0.66
H 3.424 2.042 2.385 -0.5 -0.7 -0.2 0.15
N 2.841 1.197 2.279 0.3 -0.3 0.7 0.10
```
Positions in Å, forces in eV/Å.

- HOMO-LUMO gap (eV) = 8.5
- 2S+1 = 1
- HOMO level (eV) = -9.47
- total charge = 0


6.
The following is a quantum chemistry calculation of C9H6Cl3IO in the gas phase, from the OMol25 dataset.

XYZ file:
```
20
Properties=species:S:1:pos:R:3:forces:R:3:lowdin_charge:R:1
C 0.816 1.788 -0.773 0.7 0.0 -0.7 -0.63
C -1.380 -0.721 1.711 -1.0 0.5 -1.5 -0.04
C -0.182 -0.290 -1.775 3.0 4.1 -3.5 -0.23
Cl 2.044 2.470 1.568 0.1 -0.3 -0.5 0.65
Cl 1.060 -2.594 0.029 0.2 -0.4 -0.1 0.73
C 0.838 -0.944 0.390 0.8 1.5 1.7 -0.80
Cl 0.645 3.518 -1.069 -0.1 -0.7 0.2 0.64
C -0.418 -0.634 0.988 0.0 -0.8 0.7 -0.10
H -0.900 -0.512 -1.103 -1.9 -0.4 2.3 0.08
C 1.564 1.366 0.291 -1.8 2.4 0.2 -0.80
I 3.795 -0.632 -0.055 -0.4 0.4 0.3 0.85
H -2.726 0.525 2.676 -0.4 -2.4 0.1 0.13
C -2.658 -0.617 2.415 -0.4 2.7 -1.8 -0.08
H 1.072 1.078 -2.799 0.4 0.3 -1.0 0.10
O -0.184 -1.205 -2.709 -0.5 -2.3 -1.6 0.05
H -3.608 -1.030 1.961 1.3 0.9 -0.4 0.10
H 0.441 -1.199 -3.454 0.0 0.7 0.7 0.14
C 1.812 0.009 0.473 1.1 -3.6 -1.0 -0.74
C 0.491 0.912 -1.932 -1.2 -1.4 2.6 -0.08
H -2.522 -1.289 3.165 0.1 -1.2 3.3 0.03
```
Positions in Å, forces in eV/Å.

- energy above the lowest of the compared OMol25 structures with the same formula, charge and spin (kcal/mol) = 10.6
- HOMO-LUMO gap (eV) = 8.3
- 2S+1 = 1
- HOMO level (eV) = -8.60
- total charge = 0


7.
The following is a quantum chemistry calculation of an isolated ion of composition C9H6FO3 and charge -1, from the OMol25 dataset.

XYZ file:
```
19
Properties=species:S:1:pos:R:3:forces:R:3:lowdin_charge:R:1
F -1.496 -2.855 -0.849 -0.2 -0.1 -0.8 0.02
H -1.777 1.808 -0.831 1.0 0.0 -0.1 0.10
C -0.020 -0.886 0.344 -0.5 2.5 -2.0 -0.27
C -1.171 -0.084 -0.031 2.2 0.5 0.2 -0.16
C 1.458 0.929 -0.140 1.5 -1.1 0.5 -0.14
H 2.104 -0.777 0.940 -1.1 -0.2 -0.9 0.12
O -3.599 1.280 -0.964 -0.5 0.2 0.2 -0.08
C -3.440 0.909 0.228 0.4 -2.1 -1.8 -0.76
C -2.477 -0.373 0.246 -1.6 1.9 -0.1 0.10
H 0.618 2.679 -1.012 -0.5 -1.8 0.1 0.12
H 2.464 1.352 0.018 -0.7 0.1 -0.5 0.10
C -0.778 -3.196 0.216 0.4 1.8 0.6 -0.13
C 1.257 -0.342 0.348 1.1 0.4 1.1 -0.04
O -0.082 -2.120 0.761 -0.9 -4.5 1.4 0.00
H -1.399 -3.746 0.922 0.3 0.0 0.3 0.10
C 0.393 1.586 -0.706 1.8 5.0 -0.5 -0.15
H -2.868 -1.343 0.153 -0.6 -1.1 0.5 0.07
O -3.887 1.354 1.263 -0.3 0.4 1.4 -0.01
C -0.878 1.242 -0.553 -1.7 -2.0 0.4 -0.02
```
Positions in Å, forces in eV/Å.

- energy above the lowest of the compared OMol25 structures with the same formula, charge and spin (kcal/mol) = 37.3
- HOMO-LUMO gap (spin up / spin down) (eV) = 6.1 / 7.6
- 2S+1 = 1
- HOMO level (spin up / spin down) (eV) = -3.22 / -4.34
- total charge = -1


8.
The following is a quantum chemistry calculation of C9H6N2OS in the gas phase, from the OMol25 dataset.

XYZ file:
```
19
Properties=species:S:1:pos:R:3:forces:R:3:lowdin_charge:R:1
C -2.045 1.191 0.486 3.2 -1.3 -1.4 0.00
H 2.976 -1.390 -0.342 0.7 -1.0 0.5 0.13
N 1.999 0.109 0.661 -1.6 1.5 3.1 0.16
S 3.004 -0.053 -3.046 -0.6 -0.2 0.5 0.75
O -2.179 0.198 -1.602 -1.1 -1.5 -0.9 -0.08
H 0.586 1.433 2.748 -1.3 0.0 -1.9 0.15
C 0.666 0.473 0.815 0.8 -1.4 -3.6 -0.20
C 2.043 -0.328 -1.794 -0.8 0.8 -0.5 -0.73
C -1.377 0.473 -0.531 1.3 -0.1 0.3 -0.18
C -1.287 1.560 1.547 -1.2 2.7 3.7 -0.12
C -0.021 0.045 -0.408 -1.8 1.1 1.2 -0.05
H 0.050 -1.368 -2.012 1.5 -0.4 1.1 0.13
N -1.591 -0.409 -2.668 1.8 1.0 0.3 0.12
H -3.036 1.412 0.412 -2.5 0.7 -0.4 0.09
H -2.161 -1.160 -3.019 -1.5 -0.1 0.2 0.06
C 0.008 1.222 1.762 2.8 0.0 2.4 -0.05
H -1.701 2.280 2.370 0.3 -1.6 -1.6 0.15
C 2.179 -0.696 -0.361 0.4 -1.6 -2.2 -0.26
C 0.764 -0.860 -1.284 -0.3 1.4 -0.7 -0.08
```
Positions in Å, forces in eV/Å.

- energy above the lowest of the compared OMol25 structures with the same formula, charge and spin (kcal/mol) = 144.6
- HOMO-LUMO gap (spin up / spin down) (eV) = 6.9 / 6.6
- 2S+1 = 1
- HOMO level (spin up / spin down) (eV) = -7.86 / -8.38
- total charge = 0


| no. | F_max (hartree/bohr) | DFT total energy (eV) |
| --- | --- | --- |
| 1 | 0.062 | -97361.5432 |
| 2 | 0.065 | -15556.2409 |
| 3 | 0.098 | -56128.2734 |
| 4 | 0.071 | -165937.5486 |
| 5 | 0.056 | -56593.2813 |
| 6 | 0.120 | -57140.5920 |
| 7 | 0.104 | -18287.3388 |
| 8 | 0.092 | -25285.3731 |